No. 1
86
Properties=species:S:1:pos:R:3 method="wB97M-V/def2-TZVPD" e_above_lowest_ev=2.874 homo_lumo_gap_ev="6.7 / 6.9" e_lumo_ev="-3.98 / -3.56" e_tot_ev=-136758.0042 total_charge=+1 multiplicity=1
Ir -0.1085 0.3558 0.6310
C 2.7786 -6.8059 -2.2623
C 2.9764 -5.3265 -2.1960
C 1.8984 -4.4520 -2.1962
C 2.0734 -3.0780 -2.1165
C 0.9051 -2.1621 -2.2260
C 3.3669 -2.5705 -1.9672
Te 3.8077 -0.5836 -1.2728
N 2.3011 -0.4268 0.0140
C 2.6224 -0.0814 1.2472
O 1.7144 0.0361 2.0987
C 4.0438 0.2213 1.5711
C 4.9952 -0.7944 1.6111
C 6.3325 -0.4854 1.7917
C 6.7235 0.8375 1.9258
C 5.7787 1.8483 1.8829
C 4.4385 1.5461 1.7047
C 3.0177 0.9278 -2.5587
C 1.6584 1.1797 -2.6286
C 1.1976 2.2799 -3.3311
C 2.1003 3.1435 -3.9253
C 3.4613 2.9192 -3.7930
C 3.9465 1.8090 -3.1146
C 5.4201 1.5886 -2.9490
C 4.4727 -3.4234 -2.0409
C 5.8923 -2.9407 -2.0320
C 4.2561 -4.7884 -2.1636
H 1.7238 -7.0623 -2.2684
H 3.2514 -7.2898 -1.4098
H 3.2353 -7.2109 -3.1630
H 0.8912 -4.8410 -2.2551
H -0.0176 -2.7109 -2.3993
H 1.0529 -1.4634 -3.0495
H 0.7974 -1.5969 -1.2989
H 4.6749 -1.8251 1.5203
H 7.0689 -1.2751 1.8358
H 7.7660 1.0754 2.0693
H 6.0894 2.8754 1.9875
H 3.7073 2.3383 1.6476
H 0.9589 0.5420 -2.1060
H 0.1375 2.4690 -3.3808
H 1.7471 4.0057 -4.4723
H 4.1578 3.6330 -4.2078
H 5.9894 2.3163 -3.5223
H 5.7047 0.5889 -3.2823
H 5.6987 1.6927 -1.8963
H 5.9646 -1.8872 -2.3061
H 6.4726 -3.5185 -2.7503
H 6.3474 -3.0817 -1.0510
H 5.1114 -5.4467 -2.2165
C -0.7516 3.2917 4.1425
N -1.4285 2.2139 3.4582
C -2.2491 2.6354 2.3463
C -1.0349 0.9251 3.5694
N -1.2375 0.0965 2.5679
N -0.5028 0.5071 4.7491
C -0.9254 0.9912 6.0442
C 0.2762 -0.7097 4.8106
H -0.4299 4.0295 3.4063
H 0.1261 2.9338 4.6741
H -1.4128 3.8006 4.8473
H -3.0562 3.2728 2.7156
H -2.6656 1.7605 1.8552
H -1.6580 3.1959 1.6174
H -1.0863 -0.8703 2.8408
H -1.7177 1.7271 5.9500
H -0.0860 1.4313 6.5881
H -1.3010 0.1512 6.6359
H 0.7948 -0.8706 3.8670
H -0.3398 -1.5811 5.0587
H 1.0256 -0.5944 5.5936
Cl 0.2144 2.5922 -0.0539
C -4.6460 -0.0547 1.3163
Si -4.1838 -0.4186 -0.4992
C -4.6548 1.0327 -1.6379
C -4.8934 -2.0840 -1.0939
Se -1.8303 -0.6882 -0.7473
H -5.5138 -0.6352 1.6155
H -4.8977 0.9949 1.4384
H -3.8306 -0.2890 1.9942
H -5.7205 1.2337 -1.5823
H -4.4102 0.8112 -2.6724
H -4.1254 1.9389 -1.3571
H -5.9781 -2.0385 -1.1114
H -4.6057 -2.9007 -0.4385
H -4.5522 -2.3273 -2.0958


No. 2
84
Properties=species:S:1:pos:R:3 method="wB97M-V/def2-TZVPD" homo_lumo_gap_ev="7.5 / 6.6" e_lumo_ev="0.74 / -0.05" e_tot_ev=-104663.0655 total_charge=0 multiplicity=2
Cu -0.0015 -0.3807 0.0305
C 4.0609 -1.7477 -1.6379
C 3.8122 -0.3265 -1.1151
C 3.5101 0.6075 -2.3011
P 2.3982 -0.2100 0.0701
C 2.9814 -0.9884 1.6542
C 2.9529 -2.5264 1.5939
C 2.1188 -0.5145 2.8288
C 2.4138 1.5461 0.5428
C 3.5808 2.1827 0.9843
C 3.5744 3.4492 1.5416
C 4.8409 4.1325 2.0061
C 2.3241 4.0550 1.6938
C 1.1623 3.4522 1.2562
C 1.1766 2.1928 0.6195
N 0.0224 1.5475 0.1493
C -1.1085 2.2789 -0.2419
C -1.0568 3.6067 -0.7094
C -2.2012 4.2874 -1.0818
C -3.4628 3.6936 -1.0418
C -4.7088 4.4432 -1.4600
C -3.5086 2.3644 -0.6500
C -2.3671 1.6559 -0.2589
P -2.3595 -0.1242 0.0777
C -3.5046 -0.4673 1.4729
C -4.9895 -0.2336 1.2054
C -3.0068 0.3230 2.6931
C -3.1385 -0.8031 -1.4457
C -2.2590 -0.4720 -2.6590
C -3.3599 -2.3136 -1.3138
H 4.8185 -1.7100 -2.4284
H 3.1462 -2.1701 -2.0628
H 4.4342 -2.4189 -0.8618
H 4.6952 0.0179 -0.5778
H 2.6020 0.2734 -2.8173
H 4.3358 0.5798 -3.0186
H 3.3616 1.6403 -1.9873
H 4.0093 -0.6481 1.7985
H 1.9277 -2.8894 1.6893
H 3.5270 -2.9424 2.4272
H 3.3675 -2.9313 0.6700
H 1.0633 -0.7789 2.6661
H 2.1846 0.5626 2.9875
H 2.4407 -1.0186 3.7465
H 4.5319 1.6589 0.9061
H 5.7007 3.4661 1.9171
H 4.7644 4.4435 3.0517
H 5.0517 5.0284 1.4148
H 2.2606 5.0242 2.1832
H 0.2145 3.9462 1.4249
H -0.0965 4.0984 -0.8009
H -2.1089 5.3115 -1.4331
H -4.6090 5.5135 -1.2673
H -5.5854 4.0838 -0.9157
H -4.9132 4.3199 -2.5289
H -4.4680 1.8524 -0.6770
H -3.3329 -1.5233 1.6803
H -5.2270 0.8320 1.1767
H -5.5690 -0.6742 2.0225
H -5.3320 -0.6924 0.2729
H -3.1007 1.3982 2.5212
H -1.9586 0.0945 2.9043
H -3.5954 0.0629 3.5784
H -4.1026 -0.3057 -1.5621
H -1.2589 -0.9091 -2.5553
H -2.1492 0.6061 -2.7962
H -2.7057 -0.8865 -3.5683
H -2.4034 -2.8422 -1.2650
H -3.9053 -2.6901 -2.1842
H -3.9335 -2.5762 -0.4183
C 0.9388 -5.0474 -2.3782
N 0.4042 -4.3749 -1.1928
C -0.1716 -5.0725 -0.1646
C -0.6966 -4.4701 0.9085
C -0.6612 -3.0169 0.9869
O -1.1448 -2.3891 1.9335
N -0.0482 -2.3441 -0.0649
C 0.4771 -2.9799 -1.1562
O 1.0067 -2.3872 -2.1006
H 0.9316 -6.1199 -2.1996
H 1.9525 -4.7151 -2.5730
H 0.3406 -4.8201 -3.2590
H -0.1722 -6.1493 -0.2779
H -1.1354 -5.0310 1.7215


No. 3
85
Properties=species:S:1:pos:R:3 method="wB97M-V/def2-TZVPD" homo_lumo_gap_ev="6.2 / 6.5" e_lumo_ev="-10.20 / -9.92" e_tot_ev=-46903.2457 total_charge=+3 multiplicity=2
Re 0.1459 0.4332 0.2049
C -4.3124 -0.5986 -0.7660
N -2.9369 -0.5436 -1.2702
C -2.6984 0.5218 -2.2435
C -1.9872 -1.3794 -0.8860
N -0.6513 -0.9280 -0.9424
C 0.3286 -1.6021 -1.7146
C 0.2163 -2.8538 -2.3175
C 1.2775 -3.3327 -3.0665
C 2.4539 -2.5908 -3.2105
C 2.5796 -1.3505 -2.6114
C 1.5098 -0.8436 -1.8807
N 1.4936 0.4133 -1.2373
C 2.2049 1.4880 -1.7626
N 2.8825 2.2598 -0.9176
C 3.1262 3.6845 -1.1567
C 3.5021 1.7435 0.3042
N 2.1545 1.7313 -3.0641
C 1.0806 1.2363 -3.9199
C 3.2488 2.3784 -3.8026
N -2.2522 -2.5965 -0.4303
C -1.3760 -3.3012 0.5084
C -3.4303 -3.3684 -0.8471
H -4.6032 0.4183 -0.5047
H -4.3685 -1.2150 0.1239
H -4.9997 -0.9708 -1.5242
H -3.4931 0.4898 -2.9885
H -1.7511 0.3697 -2.7466
H -2.7185 1.4976 -1.7562
H -0.6748 -3.4551 -2.2215
H 1.1907 -4.3023 -3.5360
H 3.2736 -2.9867 -3.7933
H 3.4959 -0.7830 -2.7172
H 2.4646 4.0562 -1.9330
H 4.1635 3.8804 -1.4250
H 2.9076 4.2142 -0.2298
H 3.3945 0.6657 0.3670
H 3.0581 2.2211 1.1791
H 4.5642 1.9895 0.2841
H 0.2475 0.8977 -3.3156
H 1.4348 0.4101 -4.5381
H 0.7570 2.0476 -4.5707
H 4.1429 2.4358 -3.1919
H 2.9622 3.3724 -4.1421
H 3.4668 1.7613 -4.6738
H -0.5458 -2.6746 0.8106
H -0.9932 -4.2163 0.0565
H -1.9591 -3.5645 1.3910
H -3.8779 -2.9304 -1.7337
H -4.1658 -3.4359 -0.0466
H -3.0903 -4.3747 -1.0894
C 2.0714 -1.4800 1.3415
C 2.2865 -0.6894 2.6307
C 1.1161 -0.8696 3.5643
C 1.1632 -1.7626 4.6213
C 0.0378 -1.9787 5.4049
C -1.1445 -1.3184 5.1183
C -1.2291 -0.4055 4.0707
C -2.5725 0.1830 3.7029
C -3.1788 -0.5646 2.5150
C -0.0737 -0.1778 3.3222
N -0.1078 0.7617 2.2172
C -0.4077 2.0285 2.4406
C -0.5952 2.8817 1.3438
C -0.8687 4.2314 1.2076
C -0.9205 4.4969 -0.1753
C -0.6632 3.3114 -0.8333
N -0.4620 2.3053 0.0663
H 2.8485 -1.3659 0.5890
H 1.0711 -1.2981 0.8608
H 1.9701 -2.5438 1.5728
H 2.4514 0.3703 2.4329
H 3.2001 -1.0679 3.0908
H 2.0833 -2.2886 4.8402
H 0.0817 -2.6710 6.2338
H -2.0236 -1.5066 5.7209
H -2.5185 1.2448 3.4627
H -3.2395 0.1152 4.5613
H -2.5161 -0.4839 1.6410
H -4.1540 -0.1582 2.2497
H -3.2968 -1.6241 2.7457
H -0.4997 2.3908 3.4610
H -1.0064 4.9408 2.0078
H -1.1249 5.4477 -0.6372
H -0.6212 3.1259 -1.8958


No. 4
86
Properties=species:S:1:pos:R:3 method="wB97M-V/def2-TZVPD" e_above_lowest_ev=1.575 homo_lumo_gap_ev="6.7 / 6.4" e_lumo_ev="-9.12 / -9.56" e_tot_ev=-226232.0993 total_charge=+3 multiplicity=2
Ir -0.6408 0.0596 0.0879
C -0.3587 -3.1624 4.6486
C -1.6865 -2.7740 4.5923
C -1.9958 -1.5330 4.0501
C -0.9567 -0.7467 3.5730
N 0.3218 -1.1275 3.5853
C 0.6057 -2.3124 4.1219
C -1.1650 0.6779 3.1995
C -1.8071 1.5122 4.1150
C -1.9045 2.8673 3.8683
C -1.2916 3.3739 2.7275
C -0.6614 2.4936 1.8714
N -0.6462 1.1567 2.0575
C 0.0759 3.0425 0.6990
C -0.5532 3.8566 -0.2219
C 0.1530 4.3676 -1.3050
C 1.4852 4.0224 -1.4702
C 2.0801 3.2177 -0.5252
N 1.3946 2.7667 0.5431
H -0.0681 -4.1028 5.0959
H -2.4671 -3.4133 4.9823
H -3.0181 -1.1787 4.0213
H 1.6537 -2.5902 4.1457
H -2.1978 1.0828 5.0275
H -2.4001 3.5265 4.5685
H -1.2654 4.4372 2.5293
H -1.6032 4.0796 -0.0897
H -0.3366 5.0260 -2.0107
H 2.0709 4.3902 -2.3006
H 3.1194 2.9274 -0.5667
C -2.7479 -0.5691 -2.7599
As -0.8887 -0.4420 -2.2307
C -0.2861 0.9690 -3.4143
C -0.2833 -2.1551 -2.8949
C 1.1763 -2.5944 -2.7469
C 1.2924 -3.9426 -3.4770
C 1.5616 -2.8481 -1.2748
As 0.8017 -1.8665 0.2431
C 2.3967 -1.6152 1.3024
C -0.2664 -3.2422 1.0873
C 2.1471 -1.5967 -3.4078
As 2.6418 -0.0190 -2.3133
C 3.1532 1.1763 -3.7752
C 4.4535 -0.5323 -1.7845
H -2.7873 -0.7543 -3.8334
H -3.2639 0.3637 -2.5426
H -3.2342 -1.3920 -2.2385
H -0.0583 0.5290 -4.3855
H 0.5932 1.4738 -3.0261
H -1.1098 1.6710 -3.5341
H -0.5726 -2.1638 -3.9496
H -0.9393 -2.8729 -2.3899
H 0.5610 -4.6609 -3.1028
H 2.2877 -4.3678 -3.3391
H 1.1313 -3.8154 -4.5485
H 2.6354 -2.7047 -1.1455
H 1.3657 -3.8911 -1.0132
H 2.8273 -2.5980 1.4994
H 2.1563 -1.1126 2.2341
H 3.0921 -1.0182 0.7192
H 0.3981 -3.9644 1.5611
H -0.8389 -3.7451 0.3080
H -0.9454 -2.8202 1.8219
H 1.7299 -1.2417 -4.3536
H 3.0768 -2.1124 -3.6567
H 2.3059 1.3622 -4.4333
H 3.9580 0.7302 -4.3580
H 3.5027 2.1269 -3.3727
H 4.4572 -1.2630 -0.9782
H 4.9772 0.3576 -1.4350
H 4.9887 -0.9431 -2.6396
C 2.0599 2.3408 3.0179
C 2.2736 2.0178 1.5791
O 3.1080 1.3253 1.1076
H 3.0496 2.4421 3.4633
H 1.5694 1.4914 3.4996
H 1.4872 3.2493 3.1768
C -5.8666 1.7120 -0.1745
C -5.2743 0.5530 0.6388
C -3.8338 0.4266 0.4427
N -2.7044 0.3409 0.2556
H -6.9278 1.7869 0.0502
H -5.7575 1.5383 -1.2431
H -5.3972 2.6591 0.0852
H -5.7189 -0.4025 0.3498
H -5.4505 0.6805 1.7087


No. 5
121
Properties=species:S:1:pos:R:3 method="wB97M-V/def2-TZVPD" homo_lumo_gap_ev=7.2 e_lumo_ev=-2.73 e_tot_ev=-488606.6955 total_charge=+1 multiplicity=1
C -1.0669 3.1374 1.4921
C -1.6024 1.7136 1.0767
C -0.8907 0.5408 1.8059
C -0.2979 -0.5565 0.8759
N -0.9654 -0.7134 -0.4220
C -0.1694 -1.5356 -1.3634
C 0.1768 -0.7083 -2.6318
C 1.2052 0.4319 -2.2767
C 0.5015 1.7744 -2.5616
N 1.2541 2.9687 -2.1396
C 1.8873 3.6905 -3.0521
N 1.9824 3.4848 -4.3556
C 2.6916 4.5012 -4.8726
N 3.0063 5.2959 -3.8750
B 3.7903 6.5654 -4.1696
C 3.0000 7.9376 -3.9686
O 5.0829 6.5100 -4.5663
N 2.5666 4.8444 -2.6998
C 2.7492 5.4317 -1.3764
C 3.7123 4.5835 -0.5032
C 3.7000 5.0191 0.9967
S 3.0170 3.7650 2.1067
C 4.4117 2.7859 2.7444
S 5.7338 3.4736 3.3792
N 4.3277 1.3362 2.7264
C 3.3926 1.0156 3.8371
C 3.0090 -0.4732 3.9298
C 3.7723 0.9710 1.4010
C 4.2058 -0.4538 0.9301
C -2.2926 -1.1730 -0.3130
S -2.9068 -2.0682 0.8938
S -3.4037 -0.7473 -1.7150
C -4.1703 0.8689 -1.2762
C -3.6960 1.9539 -2.2992
C -3.2915 3.3069 -1.6336
H -0.7758 3.7194 0.5976
H -1.8865 3.7034 1.9611
H -0.2417 3.0902 2.2126
H -1.5411 1.6721 -0.0172
H -2.6595 1.7007 1.3742
H -1.5721 0.0749 2.5300
H -0.0402 0.9709 2.3631
H 0.7571 -0.3013 0.6908
H -0.2668 -1.5175 1.4294
H -0.7277 -2.4229 -1.7007
H 0.7840 -1.8385 -0.9044
H 0.5661 -1.3178 -3.4575
H -0.7599 -0.2249 -2.9588
H 2.1269 0.2942 -2.8676
H 1.5156 0.3653 -1.2214
H 0.2651 1.8238 -3.6312
H -0.4492 1.7447 -2.0027
H 1.2190 3.2220 -1.1622
H 2.9841 4.6788 -5.9003
H 1.9334 7.7137 -4.1495
H 3.0542 8.2436 -2.9080
H 3.3368 8.7309 -4.6463
H 5.2319 7.0291 -5.3717
H 3.0172 6.4941 -1.4125
H 1.7511 5.3921 -0.8961
H 4.7246 4.6926 -0.9170
H 3.3643 3.5401 -0.5294
H 4.7384 5.2869 1.2527
H 3.1258 5.9490 1.1413
H 3.9277 1.2642 4.7699
H 2.4774 1.6399 3.8323
H 2.5562 -0.6665 4.9113
H 2.2896 -0.7075 3.1275
H 3.8607 -1.1543 3.7993
H 4.2157 1.6675 0.6674
H 2.6796 1.1001 1.3087
H 4.9941 -0.8629 1.5719
H 4.4309 -0.4967 -0.1418
H 3.3285 -1.1126 1.0805
H -5.2583 0.7459 -1.3119
H -3.8622 1.1859 -0.2746
H -2.8338 1.5939 -2.8783
H -4.5178 2.1187 -3.0143
H -3.5829 4.1720 -2.2434
H -3.7218 3.3739 -0.6236
H -2.1947 3.3490 -1.5172
C 8.2051 7.4927 -2.8269
Cl 7.4524 8.5684 -4.0170
Cl 6.9560 6.8392 -1.7454
Cl 9.0139 6.1633 -3.6625
Cl 9.3822 8.4003 -1.8776
C -4.2463 -5.1115 -2.8222
Cl -4.8832 -5.7156 -1.2881
Cl -5.5643 -4.4308 -3.7844
Cl -3.0440 -3.8528 -2.4944
Cl -3.4876 -6.4383 -3.7138
C -7.3301 -7.7754 1.5613
Cl -7.1188 -8.9645 2.8715
Cl -8.6701 -6.6974 1.9668
Cl -5.8484 -6.8268 1.3376
Cl -7.6838 -8.6322 0.0617
C -6.9965 -3.9073 5.1643
Cl -7.2697 -2.2562 4.5865
Cl -5.7796 -3.8884 6.4494
Cl -8.5106 -4.5692 5.7952
Cl -6.4281 -4.9131 3.8259
C -2.4923 -8.7672 3.0400
Cl -1.9424 -8.1899 1.4573
Cl -2.0506 -7.5879 4.2844
Cl -4.2497 -8.9655 3.0091
Cl -1.7320 -10.3222 3.3948
C 1.8962 7.5744 4.2334
Cl 3.1299 6.3357 4.4969
Cl 2.2108 8.9588 5.2827
Cl 1.9360 8.1032 2.5376
Cl 0.3008 6.9046 4.5991
C -0.7081 -13.6826 1.7143
Cl -1.4583 -14.2943 3.1952
Cl -1.9394 -12.9065 0.7070
Cl 0.5439 -12.5023 2.1345
Cl 0.0222 -15.0247 0.8236
C -5.7030 -11.6885 -1.5954
Cl -7.4650 -11.8301 -1.6901
Cl -5.2638 -10.7582 -0.1581
Cl -4.9855 -13.3022 -1.4965
Cl -5.0999 -10.8605 -3.0385